1.
{
  "formula": "C2H4O4P",
  "method": "ωB97M-V/def2-TZVPD",
  "elements": ["C", "C", "O", "O", "O", "O", "P", "H", "H", "H", "H"],
  "coordinates": [[-3.377, 0.521, -0.480], [0.644, -1.310, 0.196], [2.606, 0.727, -1.303], [-4.286, 0.655, 0.314], [2.383, 2.241, 0.635], [1.263, -0.146, 0.727], [1.740, 1.213, -0.213], [-2.423, 0.868, -0.256], [1.087, -2.079, 0.829], [0.868, -1.444, -0.883], [-0.504, -1.248, 0.434]],
  "atomic_forces_ev_per_a": [[-4.734, -0.297, 1.973], [-0.898, 1.145, 0.724], [0.148, -1.142, -1.821], [2.197, -0.478, -2.252], [-0.537, 0.686, 1.420], [0.001, 0.960, -0.112], [-0.031, -0.679, 0.388], [2.616, 0.779, 0.281], [-0.321, -0.589, -0.454], [-0.271, -0.057, 0.602], [1.829, -0.328, -0.749]],
  "mulliken_charge": [0.04, -0.44, -0.59, -0.31, -0.58, -0.23, 0.28, 0.26, 0.21, 0.26, 0.10],
  "charge": -1,
  "orbital_gap_ha": [0.18520, 0.29263],
  "energy_ha": -720.9195
}

***

2.
{
  "formula": "C20H25O5P",
  "method": "ωB97M-V/def2-TZVPD",
  "elements": ["C", "C", "O", "C", "C", "O", "C", "C", "C", "C", "O", "O", "P", "O", "C", "C", "C", "C", "C", "C", "C", "C", "C", "C", "C", "C", "H", "H", "H", "H", "H", "H", "H", "H", "H", "H", "H", "H", "H", "H", "H", "H", "H", "H", "H", "H", "H", "H", "H", "H", "H"],
  "coordinates": [[-5.618, -0.401, 0.431], [-4.238, -0.193, 1.053], [-3.211, 0.025, 0.113], [-3.250, 1.274, -0.531], [-1.960, 1.444, -1.338], [-0.802, 1.523, -0.552], [-0.632, 2.687, 0.221], [0.867, 2.963, 0.240], [1.623, 1.699, 0.644], [3.113, 2.015, 0.672], [3.748, 2.088, 1.686], [3.659, 2.255, -0.519], [1.455, 0.347, -0.634], [1.533, 0.865, -2.011], [2.936, -0.661, -0.240], [3.193, -1.148, 1.036], [4.326, -1.903, 1.270], [5.201, -2.186, 0.233], [4.942, -1.713, -1.042], [3.811, -0.953, -1.276], [0.157, -0.876, -0.271], [-0.282, -1.191, 1.005], [-1.209, -2.201, 1.178], [-1.697, -2.897, 0.084], [-1.255, -2.584, -1.189], [-0.324, -1.577, -1.366], [-5.987, 0.514, -0.024], [-6.319, -0.711, 1.201], [-5.563, -1.175, -0.330], [-4.276, 0.643, 1.771], [-3.932, -1.097, 1.584], [-3.347, 2.082, 0.212], [-4.101, 1.340, -1.225], [-2.052, 2.335, -1.977], [-1.817, 0.560, -1.963], [-1.167, 3.536, -0.223], [-1.008, 2.525, 1.242], [1.097, 3.777, 0.930], [1.171, 3.256, -0.768], [1.313, 1.372, 1.637], [3.047, 2.029, -1.247], [2.514, -0.929, 1.846], [4.530, -2.271, 2.265], [6.087, -2.774, 0.422], [5.623, -1.932, -1.851], [3.595, -0.569, -2.263], [0.082, -0.642, 1.860], [-1.553, -2.448, 2.172], [-2.424, -3.683, 0.226], [-1.637, -3.125, -2.044], [0.038, -1.315, -2.350]],
  "atomic_forces_ev_per_a": [[0.434, 0.116, 0.043], [-0.204, -0.092, 0.083], [0.126, 0.092, -0.157], [0.281, 0.051, -0.174], [-0.609, -0.109, 0.041], [-0.249, 0.405, 0.192], [0.178, 0.305, 0.113], [-0.518, -0.061, -0.163], [0.093, -0.323, -0.495], [-0.252, -0.025, 0.603], [0.051, 0.081, -0.031], [0.326, 0.233, -0.376], [0.218, -1.215, 1.760], [0.209, 0.455, -0.949], [-0.305, 0.125, -0.306], [-0.024, 0.036, -0.083], [0.024, -0.056, 0.135], [0.042, -0.031, -0.006], [0.075, -0.055, -0.010], [-0.054, 0.053, -0.091], [0.364, 0.324, -0.170], [0.006, 0.033, -0.018], [0.018, -0.049, 0.131], [-0.045, -0.076, -0.027], [-0.082, -0.099, 0.002], [0.071, 0.070, -0.079], [-0.098, 0.058, -0.049], [-0.122, -0.021, 0.069], [-0.038, -0.097, -0.078], [0.060, -0.099, -0.021], [-0.065, 0.101, 0.070], [-0.035, -0.024, -0.065], [0.075, 0.061, 0.049], [0.037, -0.097, 0.029], [-0.094, 0.107, -0.072], [-0.008, -0.074, 0.058], [-0.027, 0.045, -0.097], [0.014, -0.022, -0.017], [-0.001, 0.063, 0.092], [0.110, -0.088, -0.006], [0.000, 0.041, -0.073], [-0.045, 0.007, 0.152], [0.018, -0.025, 0.076], [0.066, -0.046, 0.019], [0.049, -0.018, -0.059], [0.013, 0.033, -0.078], [0.022, 0.048, 0.135], [-0.027, -0.012, 0.072], [-0.054, -0.065, 0.014], [-0.017, -0.036, -0.060], [-0.006, -0.027, -0.130]],
  "mulliken_charge": [-1.25, -0.33, 0.05, -0.68, -1.09, 0.04, -0.69, -0.84, 0.09, 0.14, -0.61, -0.50, 0.72, -0.91, 0.74, -0.05, -0.81, -0.48, -0.72, -0.65, 0.73, 0.02, -1.18, -0.37, -0.78, -0.60, 0.32, 0.42, 0.30, 0.33, 0.25, 0.43, 0.37, 0.47, 0.37, 0.48, 0.27, 0.45, 0.29, 0.63, 0.54, 0.29, 0.41, 0.40, 0.43, 0.40, 0.38, 0.48, 0.42, 0.44, 0.47],
  "smiles": "CCOCCOCC[C@H](C(=O)O)P(=O)(c1ccccc1)c1ccccc1",
  "orbital_gap_ha": 0.35857,
  "energy_ha": -1494.6926
}

***

3.
{
  "formula": "C4H8",
  "method": "ωB97M-V/def2-TZVPD",
  "elements": ["C", "C", "H", "H", "H", "H", "C", "C", "H", "H", "H", "H"],
  "coordinates": [[0.516, -1.290, 2.703], [-0.059, -1.332, 3.923], [1.600, -1.128, 2.716], [0.041, -1.481, 1.733], [0.558, -1.138, 4.807], [-1.107, -1.610, 4.083], [-0.501, 1.937, -3.454], [0.003, 0.737, -3.174], [-0.029, 2.514, -4.257], [-1.379, 2.371, -2.963], [0.846, 0.288, -3.712], [-0.490, 0.131, -2.405]],
  "atomic_forces_ev_per_a": [[0.166, -0.199, 1.358], [0.210, -0.219, -1.122], [-0.410, 0.157, -0.418], [-0.001, 0.071, 0.607], [-0.347, -0.121, -0.330], [0.382, 0.312, -0.097], [0.517, -0.131, -0.562], [-0.714, -0.012, 0.304], [-0.314, 0.018, 0.359], [0.456, -0.290, -0.106], [-0.329, 0.343, 0.262], [0.385, 0.071, -0.255]],
  "mulliken_charge": [-0.43, -0.42, 0.19, 0.24, 0.20, 0.23, -0.43, -0.42, 0.21, 0.22, 0.22, 0.20],
  "smiles": "C=C.C=C",
  "orbital_gap_ha": 0.41163,
  "energy_ha": -157.1281
}

***

4.
{
  "formula": "C2H2S",
  "method": "ωB97M-V/def2-TZVPD",
  "elements": ["C", "C", "S", "H", "H"],
  "coordinates": [[-0.206, -1.074, 0.141], [0.614, -0.310, -0.393], [1.232, 1.139, -1.094], [-0.672, -2.016, 0.213], [0.091, 1.229, -1.679]],
  "atomic_forces_ev_per_a": [[2.706, 1.528, -1.821], [-2.024, -0.778, 1.488], [1.053, -1.099, 0.997], [-0.430, -0.392, 0.437], [-1.304, 0.741, -1.101]],
  "mulliken_charge": [-0.11, -0.19, -0.16, 0.32, 0.13],
  "smiles": "C#CS",
  "orbital_gap_ha": 0.36474,
  "energy_ha": -475.4968
}

***

5.
{
  "formula": "C4H14NO3",
  "method": "ωB97M-V/def2-TZVPD",
  "elements": ["C", "N", "C", "C", "C", "O", "H", "H", "H", "H", "H", "H", "H", "H", "H", "H", "H", "H", "O", "H", "H", "O"],
  "coordinates": [[-0.869, 2.037, -0.190], [0.242, 1.234, 0.438], [0.702, 0.026, -0.266], [1.187, -1.062, 0.698], [2.608, -1.528, 0.263], [3.266, 1.302, 0.122], [-0.586, 2.310, -1.227], [-1.808, 1.499, -0.153], [-0.879, 2.925, 0.406], [1.103, 1.851, 0.431], [-0.056, -0.408, -0.888], [1.795, 0.352, -0.488], [0.642, -1.931, 0.716], [1.392, -0.629, 1.664], [2.237, -2.207, -0.594], [3.134, -2.236, 0.909], [-3.119, -0.779, -0.372], [3.128, -0.571, 0.362], [-2.639, -1.739, -0.777], [-3.260, -1.736, -1.555], [-4.518, 0.701, 0.602], [-3.703, 0.589, -0.101]],
  "atomic_forces_ev_per_a": [[1.611, -1.019, -0.100], [1.114, 0.452, -2.120], [-0.345, 1.234, 3.416], [3.256, 1.112, 0.894], [-2.247, -2.067, -0.151], [-1.322, -0.735, -0.519], [-0.269, -0.114, 0.320], [-0.439, -0.101, 0.032], [-0.441, 0.666, 0.240], [-1.176, -0.843, 0.775], [0.015, 0.237, -1.232], [0.365, 0.715, -1.209], [-2.153, -1.619, 0.207], [-0.838, 0.227, 0.527], [2.077, 1.731, -0.020], [-0.410, 0.116, 0.485], [0.712, -0.928, -0.117], [0.947, -0.053, -1.511], [-2.042, 2.036, -0.543], [1.094, -0.392, 0.907], [3.208, -0.658, -2.695], [-2.716, 0.002, 2.414]],
  "mulliken_charge": [-0.72, -0.33, -0.04, -0.69, -1.27, -0.61, 0.27, 0.28, 0.32, 0.33, 0.32, 0.20, 0.44, 0.32, 0.27, 0.30, 0.44, 0.61, -0.79, 0.26, 0.15, -1.06],
  "charge": -1,
  "orbital_gap_ha": 0.14615,
  "energy_ha": -440.9726
}

***

6.
{
  "formula": "C38H37BrN4O5PRhS3",
  "method": "ωB97M-V/def2-TZVPD",
  "elements": ["Rh", "Br", "C", "C", "C", "C", "O", "C", "C", "N", "C", "C", "C", "C", "C", "C", "C", "C", "N", "C", "C", "H", "H", "H", "H", "H", "H", "H", "H", "H", "H", "C", "C", "C", "C", "C", "C", "C", "S", "O", "O", "N", "C", "C", "C", "C", "C", "C", "C", "C", "N", "C", "H", "H", "H", "H", "H", "H", "H", "H", "H", "H", "H", "H", "H", "C", "C", "C", "O", "P", "S", "S", "O", "C", "C", "C", "H", "H", "H", "H", "H", "H", "H", "H", "H", "H", "H", "H", "H", "H"],
  "coordinates": [[-1.085, 0.156, 0.148], [-4.395, 6.118, -2.838], [-3.202, 4.815, -2.140], [-1.973, 4.582, -2.793], [-1.107, 3.646, -2.312], [-1.413, 2.875, -1.154], [-0.574, 2.000, -0.736], [-2.671, 3.110, -0.522], [-3.164, 2.332, 0.558], [-2.619, 1.294, 1.090], [-3.324, 0.560, 2.084], [-4.368, 1.028, 2.830], [-5.056, 0.188, 3.734], [-4.686, -1.108, 3.912], [-3.566, -1.615, 3.217], [-3.077, -2.929, 3.400], [-1.979, -3.338, 2.716], [-1.346, -2.446, 1.824], [-1.780, -1.230, 1.610], [-2.884, -0.785, 2.304], [-3.542, 4.104, -1.039], [-1.724, 5.147, -3.683], [-0.170, 3.445, -2.814], [-4.166, 2.608, 0.898], [-4.675, 2.063, 2.747], [-5.894, 0.588, 4.292], [-5.227, -1.753, 4.596], [-3.577, -3.589, 4.103], [-1.568, -4.331, 2.851], [-0.458, -2.732, 1.271], [-4.497, 4.275, -0.553], [5.556, 1.719, -3.151], [4.313, 0.920, -2.842], [3.186, 1.531, -2.296], [2.047, 0.798, -1.985], [2.040, -0.564, -2.238], [3.148, -1.199, -2.795], [4.277, -0.453, -3.084], [0.653, -1.575, -1.833], [0.794, -1.945, -0.427], [0.668, -2.639, -2.803], [-0.699, -0.736, -1.841], [-1.262, -0.121, -2.963], [-0.656, 0.107, -4.179], [-1.331, 0.783, -5.219], [-2.611, 1.228, -5.073], [-3.285, 0.992, -3.853], [-4.614, 1.411, -3.616], [-5.207, 1.150, -2.416], [-4.466, 0.465, -1.434], [-3.228, 0.077, -1.603], [-2.621, 0.322, -2.798], [5.334, 2.785, -3.207], [6.001, 1.406, -4.097], [6.305, 1.576, -2.368], [3.199, 2.598, -2.100], [1.177, 1.283, -1.550], [3.105, -2.261, -3.008], [5.147, -0.943, -3.509], [0.359, -0.230, -4.341], [-0.808, 0.959, -6.152], [-3.118, 1.761, -5.869], [-5.149, 1.939, -4.399], [-6.227, 1.456, -2.211], [-4.918, 0.236, -0.469], [3.365, -1.186, 5.420], [2.250, -1.054, 4.407], [1.091, -1.986, 4.675], [2.771, -1.392, 3.084], [3.049, -0.255, 2.004], [4.134, 1.245, 2.642], [1.365, 0.679, 1.528], [3.689, -1.028, 0.810], [4.412, -2.298, 0.758], [3.485, -3.483, 0.942], [5.594, -2.290, 1.712], [3.002, -0.901, 6.411], [4.196, -0.533, 5.154], [3.722, -2.221, 5.459], [1.889, -0.025, 4.386], [1.438, -3.024, 4.703], [0.338, -1.888, 3.889], [0.629, -1.745, 5.637], [4.777, -2.303, -0.266], [3.165, -3.577, 1.979], [4.023, -4.389, 0.653], [2.606, -3.376, 0.301], [5.253, -2.298, 2.749], [6.213, -1.406, 1.553], [6.200, -3.182, 1.536]],
  "atomic_forces_ev_per_a": [[0.750, -1.058, -1.143], [0.024, -0.014, -0.013], [0.094, 0.183, -0.305], [-0.089, 0.065, 0.013], [-0.020, 0.042, -0.060], [0.072, -0.224, 0.166], [0.097, 0.723, -0.328], [0.017, 0.288, -0.137], [-0.493, 0.260, -0.064], [-0.447, -0.081, 1.052], [0.404, -0.126, -0.431], [-0.249, 0.111, 0.256], [-0.090, 0.287, -0.025], [0.024, -0.148, 0.101], [0.107, 0.101, -0.154], [-0.162, 0.001, 0.169], [0.284, -0.180, -0.111], [0.088, -0.161, -0.040], [-0.769, -0.267, 0.922], [0.152, -0.006, -0.189], [-0.046, -0.219, 0.258], [-0.027, -0.007, 0.034], [0.003, -0.014, 0.031], [0.057, 0.087, -0.084], [-0.035, -0.042, 0.008], [0.038, 0.027, -0.047], [0.069, 0.027, -0.031], [0.019, 0.062, -0.083], [-0.026, 0.084, -0.052], [-0.015, -0.028, -0.051], [0.063, -0.027, -0.015], [-0.094, -0.088, 0.085], [0.031, 0.102, 0.008], [0.036, -0.035, -0.004], [-0.001, -0.020, 0.061], [0.186, 0.098, -0.067], [-0.072, 0.067, 0.023], [0.059, 0.012, 0.021], [-0.480, -0.251, -0.028], [0.004, 0.079, 0.108], [-0.075, -0.057, 0.050], [0.096, 0.661, -0.294], [0.081, -0.193, 0.191], [0.041, -0.039, 0.107], [0.126, -0.040, -0.014], [-0.081, 0.049, -0.019], [-0.022, -0.008, 0.173], [0.052, 0.048, -0.101], [-0.148, -0.037, 0.063], [0.019, -0.071, -0.023], [0.042, -0.034, -0.106], [-0.031, -0.030, 0.140], [0.007, -0.025, -0.007], [-0.016, 0.012, 0.028], [-0.026, 0.012, -0.043], [0.001, -0.038, -0.014], [0.145, -0.044, -0.131], [0.007, 0.084, 0.018], [-0.039, 0.021, -0.021], [-0.004, 0.003, -0.023], [0.006, -0.041, 0.054], [0.026, -0.051, 0.057], [0.040, -0.019, 0.053], [0.090, -0.031, -0.009], [0.027, 0.041, -0.080], [0.079, -0.062, -0.022], [-0.008, -0.044, -0.027], [-0.088, -0.071, -0.057], [0.187, 0.007, 0.154], [-0.320, -0.321, -0.006], [-0.092, 0.250, 0.095], [0.422, 0.203, 0.164], [-0.156, -0.182, -0.048], [0.079, -0.088, 0.040], [-0.098, 0.101, -0.071], [-0.103, 0.084, 0.015], [0.030, -0.048, -0.078], [0.002, -0.004, 0.029], [-0.030, 0.098, 0.015], [0.020, 0.077, -0.104], [-0.047, 0.075, -0.005], [0.054, 0.008, 0.103], [0.050, -0.031, -0.090], [0.023, 0.085, -0.091], [0.001, -0.016, -0.012], [-0.019, 0.017, 0.034], [0.085, -0.011, 0.080], [0.028, -0.031, -0.037], [0.004, -0.036, -0.012], [-0.031, 0.050, 0.027]],
  "mulliken_spin": [2.54, 0.00, 0.01, 0.00, 0.02, 0.03, 0.08, -0.03, 0.02, 0.09, -0.03, 0.02, 0.00, 0.01, 0.00, 0.00, 0.01, -0.01, 0.09, 0.00, -0.01, 0.00, 0.00, 0.00, 0.00, 0.00, 0.00, 0.00, 0.00, 0.00, 0.00, 0.00, 0.00, 0.00, 0.01, 0.00, 0.00, 0.00, -0.05, 0.03, 0.01, 0.15, 0.00, 0.02, -0.01, 0.02, -0.01, 0.00, 0.00, 0.01, 0.04, -0.03, 0.00, 0.00, 0.00, 0.00, 0.01, 0.00, 0.00, 0.00, 0.00, 0.00, 0.00, 0.00, 0.00, 0.00, 0.00, -0.01, 0.00, -0.05, 0.49, 0.46, 0.04, 0.00, 0.00, 0.01, 0.00, 0.00, 0.00, 0.00, 0.00, 0.01, 0.00, 0.00, 0.00, 0.00, 0.00, 0.00, 0.00, 0.00],
  "spin_multiplicity": 5,
  "s_squared": 6.017,
  "orbital_gap_ha": [0.23622, 0.18508],
  "energy_ha": -6286.0203
}

***

Question: What is the formula in the sixth record?
Answer: C38H37BrN4O5PRhS3